Record 1
This record from the OMol25 dataset describes 2 unconnected molecules or ions with the total composition C5H7FN2 at a distorted geometry. The level of theory is wB97M-V/def2-TZVPD.

Results
E_HOMO: -8.5030 eV
energy above the lowest of the compared OMol25 structures with the same formula, charge and spin: 3.7966 eV
frontier orbital gap: 0.338 hartree
SMILES: C=C/N=C/C.N#CF
net charge: 0

CARTESIAN COORDINATES (ANGSTROEM)
C1 0.27266 -1.58180 -0.12264
C2 -2.62227 0.03261 -0.47171
C3 0.05377 -1.81144 -1.45086
C4 1.18511 0.62541 0.40332
C5 1.03657 1.82718 1.25126
N1 0.31696 -0.28163 0.46258
N2 -2.35331 -0.49503 -1.41899
F1 -3.05252 0.57102 0.58594
H1 0.57135 -2.24200 0.70574
H2 -0.27185 -0.93527 -1.99232
H3 -0.07738 -2.69647 -1.97678
H4 1.91750 0.62930 -0.34229
H5 0.25199 1.61761 2.01908
H6 0.76719 2.66723 0.68873
H7 2.00424 2.07328 1.65891

Record 2
This record from the OMol25 dataset describes 3 unconnected molecules or ions with the total composition C22H50N8O7P4S3 at a distorted geometry. The level of theory is wB97M-V/def2-TZVPD.

Results
E_HOMO: -7.3780 eV
frontier orbital gap: 0.225 hartree
SMILES: O=C1O[C@@H](P(O)O)[C@](CCCSC(=S)n2ccnc2)([PH2]=S)O1.CN(C)P(=O)(N(C)C)N(C)C.CN(C)P(=O)(N(C)C)N(C)C
net charge: 0

CARTESIAN COORDINATES (ANGSTROEM)
O1 -2.48432 0.09790 1.53714
C1 -1.88986 1.17874 1.02382
O2 -0.42436 1.39736 0.78179
C2 -0.48754 2.16259 -0.50789
P1 -1.05043 0.80112 -1.72130
O3 -2.74350 0.89533 -2.11595
O4 -0.14336 0.79098 -3.20674
C3 -1.54884 3.31275 -0.00219
C4 -2.25230 4.02747 -1.29677
C5 -2.19544 5.66357 -1.31388
C6 -3.48716 6.15948 -2.25375
S1 -5.01401 5.93485 -1.17589
C7 -6.04865 4.45173 -1.78419
S2 -5.65216 3.60450 -3.24492
N1 -7.26914 3.92093 -1.04368
C8 -7.19122 2.42575 -0.80774
C9 -8.61677 2.10678 -0.05589
N2 -9.32676 3.46089 0.05721
C10 -8.51828 4.60856 -0.53655
P2 -1.12431 4.32419 1.55919
S3 -2.51038 4.04555 2.95226
O5 -2.61291 2.39472 0.52531
H1 0.51871 2.59572 -0.93367
H2 -2.83081 1.54126 -2.87680
H3 -0.78438 0.42994 -3.91557
H4 -1.67996 3.61274 -2.25864
H5 -3.34876 3.57526 -1.38345
H6 -1.19167 6.01042 -1.85725
H7 -2.35261 6.18418 -0.27796
H8 -3.47524 5.51030 -3.22730
H9 -3.33197 7.28704 -2.55620
H10 -6.34008 1.67138 -1.08246
H11 -9.01328 1.04514 0.29818
H12 -8.75827 5.75193 -0.62133
H13 -0.97904 5.74240 1.35526
H14 0.11129 3.84092 2.13547
O6 -2.90283 -5.47979 3.41165
P3 -1.76121 -4.84534 4.24316
N3 -1.72423 -3.47490 3.23536
C11 -0.60025 -2.81108 2.60569
C12 -2.84112 -2.54600 3.39789
N4 -0.64012 -6.03834 3.73621
C13 -0.04071 -6.01487 2.40954
C14 -1.07264 -7.41095 4.02682
N5 -0.44876 -4.11594 5.19911
C15 -0.80575 -3.04047 6.10616
C16 0.96137 -4.45125 5.22214
H15 0.11892 -2.41103 3.32443
H16 -0.92226 -1.95934 1.99255
H17 -0.08244 -3.45927 1.90261
H18 -2.60246 -1.76295 4.12567
H19 -3.74253 -3.05930 3.74680
H20 -3.10757 -2.07226 2.44628
H21 -0.78888 -5.88197 1.62562
H22 0.51120 -6.93887 2.19464
H23 0.71298 -5.23325 2.34249
H24 -1.79230 -7.78039 3.28817
H25 -1.53861 -7.46645 5.01522
H26 -0.21327 -8.09375 4.04404
H27 -0.47161 -2.07155 5.71547
H28 -0.36880 -3.18314 7.10138
H29 -1.88948 -2.98734 6.24803
H30 1.45724 -4.15751 4.29282
H31 1.12595 -5.51867 5.39800
H32 1.49401 -3.93927 6.03280
O7 4.18556 2.37087 -2.84844
P4 4.73099 1.03426 -3.40809
N6 3.83770 0.13824 -2.27043
C17 4.25616 -0.94004 -1.39711
C18 2.39883 0.06664 -2.51795
N7 6.31584 1.37134 -2.84975
C19 6.68128 1.23532 -1.44694
C20 6.85626 2.64149 -3.34998
N8 5.35805 -0.50237 -4.05149
C21 4.46702 -1.28570 -4.88770
C22 6.66602 -1.10200 -3.87521
H33 4.61218 -1.81840 -1.94077
H34 3.43346 -1.29024 -0.76024
H35 5.01845 -0.62243 -0.68956
H36 2.14227 -0.81840 -3.11014
H37 2.04117 0.94553 -3.06329
H38 1.83365 0.03777 -1.57948
H39 5.96533 1.73107 -0.78846
H40 7.67420 1.65528 -1.24127
H41 6.77461 0.18627 -1.17444
H42 6.47943 3.50015 -2.78369
H43 6.59268 2.78400 -4.40229
H44 7.95265 2.64557 -3.29570
H45 4.09591 -2.16545 -4.34786
H46 4.96071 -1.62434 -5.80603
H47 3.60003 -0.69616 -5.20104
H48 6.80778 -1.45784 -2.85096
H49 7.47268 -0.40862 -4.13196
H50 6.81296 -1.97089 -4.52824

Record 3
This record from the OMol25 dataset describes a molecular structure, C17H29Cl4CuO10 at a distorted geometry. The level of theory is wB97M-V/def2-TZVPD.

Results
E_HOMO (alpha / beta): -13.0453 / -13.0452 eV
energy above the lowest of the compared OMol25 structures with the same formula, charge and spin: 0.0000 eV
expectation value of S²: 0.7550
frontier orbital gap (alpha / beta): 0.233 / 0.187 hartree
net charge: +1
spin multiplicity: 2

CARTESIAN COORDINATES (ANGSTROEM)
Cu1 1.30002 3.70349 1.08552
C1 0.45077 0.46104 0.97288
O1 0.54812 1.75122 0.56628
H1 0.82130 -0.31621 0.29771
H2 0.74026 0.17407 1.98820
H3 -0.64803 0.28381 1.01641
C2 -2.75028 0.81238 3.67121
C3 -1.95439 -0.31065 4.29757
C4 -0.47208 0.06523 4.52682
O2 -0.25359 -0.17620 5.89336
C5 -1.39132 -0.55353 6.50236
O3 -1.49720 -0.82735 7.64819
O4 -2.41733 -0.54168 5.62302
H4 -2.62557 1.80150 4.10607
H5 -3.81186 0.56128 3.63041
H6 -2.47354 0.87885 2.60983
H7 -2.10280 -1.21608 3.70719
H8 -0.25544 1.08565 4.20154
H9 0.19490 -0.55937 3.92563
C6 -1.90366 2.05539 -3.90562
C7 -0.55178 2.48929 -3.37150
C8 0.43699 1.29949 -3.26632
O5 1.60321 1.80353 -3.91695
C9 1.40378 3.04315 -4.36886
O6 2.29197 3.68565 -4.84522
O7 0.12852 3.41691 -4.23643
H10 -2.52440 2.90129 -4.19213
H11 -2.46053 1.51185 -3.13823
H12 -1.75890 1.35537 -4.72860
H13 -0.68298 3.03218 -2.43114
H14 -0.00228 0.46467 -3.80888
H15 0.70957 1.02161 -2.24942
C10 3.36907 -1.32966 -1.36792
C11 4.20415 -0.35709 -2.18342
C12 4.05599 1.08391 -1.75622
O8 5.35291 1.64060 -1.81743
C13 6.22985 0.61033 -1.77117
O9 7.39636 0.74851 -1.60187
O10 5.61749 -0.55889 -1.93278
H16 3.49034 -1.28106 -0.28630
H17 3.66874 -2.33019 -1.68505
H18 2.31477 -1.16978 -1.60864
H19 4.08965 -0.52993 -3.25364
H20 3.59898 1.20605 -0.76466
H21 3.36702 1.60171 -2.42824
Cl1 -1.54633 -2.76972 0.26330
C14 -0.87853 -4.05114 1.33444
C15 0.58624 -4.25437 1.02388
Cl2 1.26789 -5.30109 2.26849
H22 -1.51901 -4.91873 1.22394
H23 -0.94418 -3.66295 2.34868
H24 1.09714 -3.29347 1.07038
H25 0.75581 -4.68430 0.03927
Cl3 -4.03245 1.85829 -0.43424
C16 -3.61586 0.12958 -0.26211
C17 -4.73784 -0.73052 -0.82487
Cl4 -5.20801 -0.28876 -2.45709
H26 -3.36853 -0.01715 0.78910
H27 -2.64054 -0.03462 -0.72813
H28 -5.59188 -0.68670 -0.15030
H29 -4.47071 -1.78666 -0.85835

Record 4
This record from the OMol25 dataset describes C29H37NO3S2 in the gas phase at a distorted geometry. The level of theory is wB97M-V/def2-TZVPD.

Results
E_HOMO: -8.4835 eV
frontier orbital gap: 0.256 hartree
SMILES: CCN(CC)C(=S)SCCCc1cccc2c1C(=O)c1c(C)c(CCO)cc(CC(C)C)c1C2=O
net charge: 0

CARTESIAN COORDINATES (ANGSTROEM)
C1 -7.27285 -2.21578 1.59695
C2 -5.91395 -1.37207 1.10803
N1 -4.84575 -1.33087 2.17797
C3 -3.89759 -0.16262 2.02234
C4 -2.89908 -0.35844 0.73499
C5 -4.12855 -2.65176 2.34953
S1 -3.58542 -3.00150 3.95933
S2 -3.79913 -3.82854 0.91955
C6 -2.76966 -5.30290 1.44141
C7 -1.47834 -5.62795 0.48702
C8 -0.70136 -4.31589 -0.11198
C9 0.28370 -3.54939 0.97439
C10 0.31252 -3.92815 2.58727
C11 1.30500 -3.18319 3.69783
C12 2.29353 -1.97843 3.18295
C13 2.26483 -1.60783 1.58625
C14 1.29285 -2.36608 0.45563
C15 1.47812 -1.84883 -1.09360
O1 1.31195 -2.74108 -2.07297
C16 1.91340 -0.26470 -1.40790
C17 1.48125 0.52609 -2.80547
C18 0.59200 -0.17074 -3.99327
C19 2.00961 2.09404 -3.03755
C20 1.70647 2.99030 -4.37704
C21 1.33447 4.57946 -4.05084
O2 0.09233 4.89420 -4.81437
C22 2.92117 2.83606 -1.85365
C23 3.37356 2.09247 -0.45637
C24 4.30769 2.86457 0.64868
C25 3.98914 4.46179 0.83519
C26 2.37178 4.82341 0.92408
C27 4.80279 5.43627 -0.24641
C28 2.85481 0.51413 -0.26986
C29 3.26838 -0.39842 1.06846
O3 4.40783 -0.23749 1.75881
H1 -7.79751 -2.77168 0.68862
H2 -8.07301 -1.40894 1.96096
H3 -7.06909 -2.90913 2.51843
H4 -6.29828 -0.24849 0.98403
H5 -5.54015 -1.69540 0.04442
H6 -3.23238 -0.09606 3.01128
H7 -4.56353 0.82343 1.93101
H8 -2.16163 -1.27370 0.85918
H9 -2.23055 0.62557 0.65324
H10 -3.56616 -0.52619 -0.21187
H11 -3.48731 -6.25403 1.36319
H12 -2.44435 -5.27513 2.58968
H13 -1.83033 -6.28739 -0.41353
H14 -0.67839 -6.26361 1.10173
H15 -1.38451 -3.52423 -0.63708
H16 0.03129 -4.72482 -0.96141
H17 -0.36131 -4.78921 3.00806
H18 1.25088 -3.55607 4.82804
H19 2.96067 -1.45026 3.99451
H20 -0.55096 0.06858 -3.81648
H21 0.82214 -1.30054 -4.19329
H22 0.87663 0.40091 -5.00197
H23 2.73208 3.04015 -4.98543
H24 0.84851 2.57999 -5.06386
H25 2.18236 5.29798 -4.47466
H26 1.16617 4.79543 -2.91294
H27 -0.57853 5.23812 -4.12494
H28 3.25772 3.95444 -2.03497
H29 5.43605 2.78478 0.27770
H30 4.26936 2.38494 1.73386
H31 4.43127 4.76668 1.90083
H32 2.28706 5.76600 1.64855
H33 1.89583 5.06446 -0.12470
H34 1.82279 3.94219 1.49901
H35 5.21489 4.83456 -1.17642
H36 5.65051 6.07917 0.29426
H37 4.03427 6.23738 -0.68248

Record 5
This record from the OMol25 dataset describes a molecular structure, C20H25CaN4O7. The level of theory is wB97M-V/def2-TZVPD.

Results
E_HOMO: -5.1320 eV
energy above the lowest of the compared OMol25 structures with the same formula, charge and spin: 0.2265 eV
frontier orbital gap: 0.283 hartree
net charge: -1

CARTESIAN COORDINATES (ANGSTROEM)
Ca1 0.70960 0.01439 0.22801
O1 4.50520 0.03008 -2.01505
C1 3.50574 -0.19028 -1.32073
O2 2.87071 0.58923 -0.54474
C2 2.93134 -1.62403 -1.37471
C3 3.45846 -2.64984 -2.14797
C4 2.84978 -3.89785 -2.08473
C5 1.74677 -4.09891 -1.26278
C6 1.27881 -3.02241 -0.52425
N1 1.87050 -1.83598 -0.60508
C7 0.04907 -3.07781 0.40368
O3 -0.59291 -4.13536 0.42353
O4 -0.17480 -1.99762 1.03532
H1 4.32043 -2.44780 -2.76892
H2 3.23869 -4.71782 -2.67782
H3 1.23933 -5.05054 -1.18477
C8 -2.60092 2.39803 1.02570
C9 -2.77847 0.90281 1.16394
O5 -2.83994 0.34487 2.25517
N2 -2.88251 0.23080 -0.01595
C10 -2.90696 -1.22110 -0.08863
C11 -2.23090 -1.73926 -1.33518
C12 -2.76199 -2.82893 -2.01815
C13 -2.10850 -3.30655 -3.13926
C14 -0.95289 -2.67210 -3.56759
C15 -0.49654 -1.58877 -2.83669
N3 -1.11126 -1.13470 -1.74443
H4 -1.55102 2.56648 0.76133
H5 -2.86406 2.87222 1.96945
H6 -3.21700 2.80328 0.22139
H7 -2.53935 0.72072 -0.82700
H8 -3.93560 -1.58934 -0.08152
H9 -2.40202 -1.62727 0.78735
H10 -3.66172 -3.30422 -1.64911
H11 -2.49489 -4.16746 -3.67168
H12 -0.40722 -3.00815 -4.43995
H13 0.40722 -1.06112 -3.13224
C16 0.11047 2.07344 -2.15301
O6 -0.11556 1.67977 -0.85050
H14 -0.50510 1.50941 -2.88617
H15 1.16411 1.93910 -2.46573
H16 -0.12268 3.14350 -2.33042
C17 -0.21584 1.96303 4.44847
N4 0.58074 2.81566 3.56566
C18 0.79837 4.20950 3.91899
C19 1.08688 2.25936 2.44628
C20 1.75625 3.10412 1.40194
O7 0.96312 1.03430 2.26252
H17 -0.87371 2.59426 5.04246
H18 0.41954 1.37465 5.11654
H19 -0.82046 1.28126 3.85351
H20 0.48324 4.35910 4.94763
H21 0.22425 4.89043 3.28540
H22 1.85283 4.47924 3.85371
H23 1.82087 4.16353 1.64542
H24 1.17565 2.95641 0.47973
H25 2.74683 2.69225 1.20161

> Which value of net charge does entry 3 give?

+1